Entry 1:
50
Properties=species:S:1:pos:R:3 method="wB97M-V/def2-TZVPD" smiles="CCOC(=O)c1c(C)n(C)c2ccc(O)c(C[NH+](CC)CC)c12" lumo_energy_ev=-2.008 de_lowest_ev=0.000 gap_ha=0.3338 energy_ha=-1037.1646 homo_energy_ev=-11.090 charge=+1
C -4.2933 -3.2090 -0.5639
C -2.8082 -2.9650 -0.3830
O -2.5814 -1.5503 -0.3701
C -1.3596 -1.1291 -0.0849
O -0.4503 -1.9278 0.1433
C -1.2315 0.3140 -0.0382
C -2.2747 1.1834 0.2872
C -3.6921 0.8976 0.6122
N -1.8087 2.4494 0.3379
C -2.5958 3.6108 0.6532
C -0.4654 2.4556 0.0551
C 0.4086 3.5309 0.0033
C 1.7208 3.2819 -0.3245
C 2.1484 1.9870 -0.6282
O 3.4476 1.7484 -0.9642
C 1.2767 0.8960 -0.5999
C 1.8156 -0.4244 -1.0755
N 2.0968 -1.3978 0.0177
C 2.7407 -2.6293 -0.5153
C 2.0532 -3.8928 -0.0235
C 2.8438 -0.7782 1.1319
C 2.9311 -1.6778 2.3520
C -0.0523 1.1245 -0.2061
H -4.4794 -4.2770 -0.6199
H -4.6408 -2.7406 -1.4804
H -4.8527 -2.7986 0.2724
H -2.2328 -3.4024 -1.2064
H -2.4412 -3.3913 0.5572
H -4.3338 1.1821 -0.2223
H -3.8407 -0.1599 0.7966
H -4.0033 1.4624 1.4894
H -2.7259 3.7147 1.7333
H -2.0985 4.5002 0.2745
H -3.5761 3.5375 0.1844
H 0.0854 4.5372 0.2127
H 2.4306 4.0948 -0.3660
H 3.9298 2.5822 -1.0197
H 2.7463 -0.2328 -1.6133
H 1.0929 -0.8946 -1.7459
H 1.1215 -1.6627 0.3423
H 3.7956 -2.6233 -0.2362
H 2.6851 -2.6014 -1.6046
H 2.1651 -4.0273 1.0474
H 2.4872 -4.7559 -0.5203
H 0.9929 -3.8592 -0.2583
H 2.3199 0.1408 1.4021
H 3.8396 -0.5089 0.7707
H 3.5579 -2.5468 2.1760
H 1.9404 -2.0068 2.6565
H 3.3675 -1.1173 3.1741



Entry 2:
56
Properties=species:S:1:pos:R:3 method="wB97M-V/def2-TZVPD" lumo_energy_ev=-3.863 de_lowest_ev=2.061 gap_ha=0.1906 energy_ha=-4047.7809 homo_energy_ev=-9.049 charge=+1
Zn 0.2477 0.4620 -0.3930
P 2.3805 -0.4480 -0.3490
C 2.5180 -1.1113 -1.9785
C 1.2983 -1.2691 -2.6826
N 0.1117 -0.7613 -2.1414
C -1.0703 -1.1248 -2.6882
C -1.1594 -2.0627 -3.7320
C 0.0364 -2.4517 -4.3615
C 1.2448 -1.9514 -3.9231
C -2.3447 -0.6161 -2.0382
P -2.0420 0.9981 -1.2066
H 2.2281 -2.2566 -4.3325
H -2.1415 -2.4147 -4.0408
H 0.0035 -3.1804 -5.1754
H -3.1649 -0.4776 -2.7515
H -2.6973 -1.2649 -1.2203
H 2.9885 1.7774 -2.7313
H 3.4332 -0.9334 -2.5562
H 1.4662 2.8603 -1.1134
O 2.6265 2.6433 -2.8321
H 1.9638 2.6310 -3.5565
H 0.6050 2.1704 0.8673
O 0.9950 3.1848 -0.3219
H 0.0831 3.4724 -0.5635
C -2.2237 2.1710 -2.6221
H -3.2236 2.0445 -3.0782
H -2.0964 3.2147 -2.2789
H -1.4464 1.9563 -3.3759
C -3.5304 1.2917 -0.1994
H -3.3710 2.1697 0.4409
H -4.4210 1.4556 -0.8197
H -3.6954 0.4286 0.4544
C 2.3525 -2.0229 0.5515
H 3.1005 -2.6425 0.0447
H 2.5777 -1.9506 1.6177
H 1.3842 -2.5131 0.4159
C 3.8039 0.5202 0.2300
H 3.7264 0.7536 1.3015
H 4.7209 -0.0523 0.0496
H 3.8856 1.4657 -0.3231
O 0.6904 2.1831 1.8685
S 0.7062 0.7970 2.6225
O 2.0760 0.3578 2.8527
N -0.1119 -0.0715 1.5335
C -1.1830 -0.8637 1.9416
O -1.8839 -1.5064 1.1563
C -1.2452 -0.7036 3.3942
C -1.9730 -1.5185 4.2435
C -1.8008 -1.3923 5.6160
C -0.8693 -0.4627 6.1145
C -0.1031 0.3512 5.2595
C -0.3561 0.2591 3.8917
H -2.6637 -2.2112 3.7853
H -2.3678 -2.0347 6.3002
H -0.7137 -0.4023 7.1899
H 0.6453 1.0528 5.6435



Entry 3:
49
Properties=species:S:1:pos:R:3 method="wB97M-V/def2-TZVPD" smiles=CC(C)N1CCN(Cc2cc3ccccc3[nH]2)C[C@H]1CCO lumo_energy_ev=0.720 de_lowest_ev=1.892 gap_ha=0.3161 energy_ha=-941.5939 homo_energy_ev=-7.880 charge=0
C -0.6824 2.3193 -3.4160
C -1.0543 2.9892 -2.0849
C -0.7414 4.4851 -2.1444
N -0.4494 2.3786 -0.9021
C 1.0044 2.3754 -0.8798
C 1.4969 1.6390 0.3618
N 1.0814 0.2387 0.3919
C 2.1635 -0.7201 0.2462
C 1.6937 -2.0792 0.6477
C 1.8788 -3.2991 0.0659
C 1.2138 -4.2593 0.8799
C 1.0478 -5.6420 0.8106
C 0.3145 -6.2672 1.7940
C -0.2582 -5.5462 2.8453
C -0.1104 -4.1789 2.9410
C 0.6296 -3.5422 1.9537
N 0.9480 -2.2263 1.7881
C 0.0034 -0.0332 -0.5443
C -1.0343 1.0900 -0.5103
C -1.6736 1.1551 0.8923
C -2.5420 2.3975 1.0974
O -1.7743 3.5642 1.2300
H -0.8415 1.2438 -3.3682
H -1.3049 2.7211 -4.2112
H 0.3572 2.5094 -3.6721
H -2.1373 2.8864 -1.9459
H -0.9613 4.9603 -1.1918
H -1.3555 4.9506 -2.9111
H 0.3016 4.6611 -2.3949
H 1.3535 3.4101 -0.8371
H 1.4448 1.9056 -1.7733
H 2.5865 1.7081 0.4084
H 1.0911 2.1415 1.2485
H 2.9769 -0.4109 0.9127
H 2.5617 -0.7659 -0.7832
H 2.4263 -3.5000 -0.8337
H 1.4874 -6.2055 0.0008
H 0.1745 -7.3379 1.7585
H -0.8272 -6.0743 3.5964
H -0.5522 -3.6207 3.7536
H 0.6469 -1.4552 2.3592
H 0.3805 -0.1588 -1.5753
H -0.4717 -0.9753 -0.2573
H -1.8289 0.8337 -1.2221
H -2.2842 0.2610 1.0290
H -0.8923 1.1531 1.6511
H -3.2520 2.4964 0.2604
H -3.1199 2.3025 2.0213
H -1.1160 3.5212 0.5129



Entry 4:
55
Properties=species:S:1:pos:R:3 method="wB97M-V/def2-TZVPD" smiles="CCOC(=O)N1CCN(C(=O)CN(C)S(=O)(=O)c2ccc(OCC)cc2)CC1" lumo_energy_ev=0.651 de_lowest_ev=1.101 gap_ha=0.3551 energy_ha=-1716.0108 homo_energy_ev=-9.011 charge=0
C -1.4456 2.8796 -7.1225
C -2.0801 2.1779 -5.9297
O -1.1234 1.9040 -4.9087
C -0.8356 2.9322 -4.0818
O -1.3560 4.0233 -4.1357
N 0.1328 2.5977 -3.1988
C 0.4594 3.5055 -2.1221
C 0.4329 2.7652 -0.7896
N 1.4042 1.6852 -0.8086
C 1.6162 0.8593 0.2317
O 2.3558 -0.1080 0.1648
C 1.0017 1.2522 1.5745
N -0.4436 1.2824 1.5533
C -1.0405 1.6892 2.8033
S -1.1875 -0.0668 0.8658
O -2.5969 0.1807 0.9441
O -0.6139 -0.2401 -0.4364
C -0.7624 -1.4409 1.9184
C 0.4335 -2.1059 1.7381
C 0.7784 -3.1412 2.5909
C -0.0811 -3.5074 3.6268
O 0.1531 -4.4975 4.5140
C 1.3387 -5.2674 4.4038
C 1.3092 -6.3145 5.5057
C -1.2903 -2.8193 3.7930
C -1.6273 -1.7899 2.9424
C 1.8268 1.2442 -2.1263
C 0.6367 1.2413 -3.0741
H -0.6207 2.2883 -7.5132
H -2.1880 3.0155 -7.9037
H -1.0712 3.8536 -6.8175
H -2.8801 2.7977 -5.5121
H -2.4755 1.1998 -6.2116
H 1.4478 3.9499 -2.2904
H -0.2830 4.3069 -2.1294
H -0.5703 2.3613 -0.6159
H 0.6723 3.4613 0.0194
H 1.3768 0.5325 2.3193
H 1.3601 2.2496 1.8529
H -0.7086 1.0674 3.6442
H -0.7829 2.7292 3.0050
H -2.1172 1.6005 2.6864
H 1.0926 -1.8127 0.9357
H 1.7153 -3.6513 2.4378
H 2.2184 -4.6198 4.5173
H 1.3806 -5.7517 3.4194
H 1.2610 -5.8307 6.4772
H 0.4347 -6.9489 5.3913
H 2.2042 -6.9276 5.4559
H -1.9432 -3.1202 4.5966
H -2.5601 -1.2583 3.0420
H 2.2248 0.2343 -2.0153
H 2.6204 1.8991 -2.5010
H 0.9309 0.8768 -4.0609
H -0.1341 0.5768 -2.6658